w | # C7H14N

A gas-phase ion, C7H14N (charge +1) (ωB97M-V with the def2-TZVPD basis set, the OMol25 dataset).

Last column: natural (NBO) charge in e.
Positions of all 22 atoms, in Å:
C (-0.850, -1.175, 1.504)  -0.459
C (-1.335, 0.249, 1.633)  -0.267
C (0.023, -0.012, 1.499)  0.225
C (1.261, -0.037, -0.764)  0.260
C (-2.103, 0.778, 0.430)  -0.594
C (1.067, 1.077, -1.661)  -0.709
C (1.320, -1.423, -1.197)  -0.708
N (1.234, 0.382, 0.658)  -0.580
H (-1.059, -1.740, 2.355)  0.257
H (-1.112, -1.582, 0.492)  0.228
H (-1.638, 0.649, 2.665)  0.267
H (-3.107, 0.603, 0.480)  0.238
H (-1.709, 0.197, -0.407)  0.196
H (-1.926, 1.871, 0.254)  0.220
H (0.705, 1.986, -1.084)  0.219
H (0.273, 1.055, -2.493)  0.264
H (1.928, 1.223, -2.251)  0.264
H (1.406, -1.381, -2.349)  0.271
H (0.454, -2.082, -1.043)  0.254
H (2.031, -1.978, -0.642)  0.245
H (0.987, 1.305, 0.769)  0.449
H (2.151, 0.034, 1.154)  0.460

## Properties
* net charge: +1
* HOMO-LUMO gap (alpha / beta): 8.8 / 7.8 eV
* HOMO energy (alpha / beta): -13.103 / -12.448 eV
* M: 112.20 g/mol


x | # C7H14N

A molecular structure, C7H14N (ωB97M-V with the def2-TZVPD basis set, the OMol25 dataset).

Last column: natural (NBO) charge in e.
Positions of all 22 atoms, in Å:
C (3.199, 0.168, -0.244)  0.049
C (1.084, 0.914, 0.577)  0.190
C (0.552, -1.859, 0.035)  -0.662
C (-0.963, 0.766, -1.270)  -0.590
C (-2.358, 0.693, 0.700)  -0.607
C (-0.084, -0.592, 0.591)  -0.056
C (-1.377, -0.122, -0.096)  -0.301
N (2.265, 0.768, 0.284)  -0.287
H (3.331, 0.582, -1.273)  0.235
H (3.860, -0.622, 0.144)  0.256
H (0.900, 1.816, 1.238)  0.248
H (1.564, -2.120, 0.620)  0.228
H (-0.179, -2.587, 0.465)  0.274
H (0.617, -1.842, -1.032)  0.238
H (-0.197, 0.245, -1.995)  0.202
H (-1.885, 1.074, -1.911)  0.247
H (-0.460, 1.605, -0.904)  0.190
H (-3.182, 1.195, 0.152)  0.251
H (-1.749, 1.586, 1.299)  0.195
H (-2.787, -0.030, 1.513)  0.228
H (-0.247, -0.594, 1.668)  0.231
H (-1.905, -1.046, -0.561)  0.241

## Properties
* net charge: +1
* HOMO-LUMO gap: 9.9 eV
* HOMO energy: -14.845 eV
* M: 112.20 g/mol


y | # C7H14N

A gas-phase ion, C7H14N (charge +1) (ωB97M-V with the def2-TZVPD basis set, the OMol25 dataset).

Last column: natural (NBO) charge in e.
Positions of all 22 atoms, in Å:
C (2.414, -0.652, -0.214)  -0.663
C (1.002, -1.214, -0.522)  0.181
C (0.815, -2.672, -0.600)  -0.670
C (-0.036, -0.381, -0.782)  -0.356
C (-0.195, 1.064, -0.621)  0.007
C (-1.606, 1.763, -0.615)  -0.223
N (-0.896, 1.764, 0.629)  -0.378
C (-1.483, 1.087, 1.794)  -0.443
H (3.098, -1.442, -0.014)  0.240
H (2.294, -0.078, 0.737)  0.226
H (2.660, 0.001, -1.037)  0.238
H (-0.281, -2.865, -0.940)  0.231
H (1.057, -3.301, 0.383)  0.260
H (1.550, -3.027, -1.378)  0.250
H (-1.050, -0.867, -0.997)  0.213
H (0.513, 1.719, -0.926)  0.220
H (-1.781, 2.638, -1.186)  0.245
H (-2.432, 1.109, -0.586)  0.225
H (-0.508, 2.774, 0.739)  0.450
H (-0.719, 0.860, 2.594)  0.258
H (-2.424, 1.574, 2.043)  0.245
H (-1.994, 0.147, 1.498)  0.243

## Properties
* SMILES: CC(C)=C[C@H]1C[N@H+]1C
* net charge: +1
* HOMO-LUMO gap: 10.0 eV
* HOMO energy: -13.223 eV
* M: 112.20 g/mol


z | # C7H14N

A molecular structure, C7H14N (ωB97M-V with the def2-TZVPD basis set, the OMol25 dataset).

Last column: natural (NBO) charge in e.
Positions of all 22 atoms, in Å:
C (0.584, -2.092, -1.462)  -0.211
C (0.052, -2.562, -0.068)  -0.496
C (0.089, -1.627, 1.110)  -0.189
C (0.397, 4.025, 1.123)  -0.264
C (-0.439, 3.091, 0.611)  -0.247
C (-0.042, 1.679, 0.815)  -0.196
C (-0.789, 0.716, 0.296)  -0.109
N (-0.479, -1.227, -1.997)  -0.822
H (0.654, -2.927, -2.168)  0.225
H (1.541, -1.630, -1.299)  0.182
H (-0.917, -2.997, -0.321)  0.247
H (0.628, -3.500, 0.083)  0.298
H (-0.450, -2.090, 1.944)  0.271
H (1.149, -1.534, 1.380)  0.251
H (0.118, 5.081, 1.024)  0.236
H (1.259, 3.688, 1.688)  0.205
H (-1.405, 3.326, 0.202)  0.231
H (0.944, 1.661, 1.280)  0.254
H (-1.673, 0.932, -0.306)  0.279
H (-0.463, -1.212, -3.008)  0.388
H (-0.266, -0.303, -1.654)  0.350
H (-0.492, -0.495, 0.727)  0.115

## Properties
* net charge: +1
* HOMO-LUMO gap: 6.5 eV
* HOMO energy: -13.426 eV
* M: 112.20 g/mol


If you had to bet on the most stable structure above, which would it be? Bet on y.